[1]
Molecular formula: C6H13FeO3
Method: DFT, ωB97M-V/def2-TZVPD

Each line ends with the Mulliken spin population.
Element x y z (Å)
C  -2.86  0.15  -0.02  0.096
O  -1.89  0.32  -1.02  -0.143
C  -1.34  1.61  -1.06  0.012
C  -0.14  1.71  -0.14  0.005
O  0.39  0.45  0.24  -0.008
C  1.79  0.24  0.06  0.025
C  2.24  -0.86  1.00  0.009
O  1.31  -1.88  1.20  -0.041
C  0.91  -2.64  -0.01  0.169
Fe  -0.73  -1.31  0.34  4.806
H  -3.70  0.85  -0.16  -0.006
H  -3.24  -0.88  -0.10  0.047
H  -2.09  2.36  -0.76  0.002
H  -1.00  1.83  -2.09  0.001
H  -0.43  2.21  0.79  0.012
H  0.65  2.32  -0.62  0.004
H  2.34  1.17  0.28  0.003
H  1.98  -0.02  -0.99  -0.006
H  2.43  -0.43  2.00  -0.006
H  3.19  -1.27  0.60  -0.004
H  1.68  -2.52  -0.79  0.001
H  0.92  -3.70  0.29  -0.022
H  -2.43  0.28  0.98  0.046

frontier orbital gap (spin up / spin down) = 5.02 / 8.15 eV
spin multiplicity = 6
HOMO level (spin up / spin down) = -0.160 / -0.283 Eh



[2]
Molecular formula: C6H9N2S
Method: DFT, ωB97M-V/def2-TZVPD

Each line ends with the Mulliken charge.
Element x y z (Å)
C  -2.78  1.04  0.04  -0.536
C  -3.14  -0.28  -0.04  -0.260
C  -0.68  0.08  0.05  -0.031
C  1.67  -1.33  -0.70  -0.537
C  1.67  -1.22  0.80  -0.504
C  1.43  0.00  -0.08  0.617
N  -1.37  1.18  0.05  -0.039
N  1.91  1.24  -0.10  -0.398
S  -1.73  -1.28  -0.02  0.042
H  -3.26  2.00  0.10  0.393
H  -4.02  -0.84  -0.09  0.466
H  2.58  -1.47  -1.22  0.277
H  0.80  -1.83  -1.20  0.152
H  0.84  -1.40  1.42  0.321
H  2.73  -1.14  1.29  0.227
H  2.22  1.51  -1.00  0.269
H  2.27  1.62  0.78  0.281
H  -1.13  2.13  -0.07  0.260

frontier orbital gap = 10.44 eV
HOMO level = -0.499 Eh
ΔE to the lowest compared entry with this formula, charge and spin = 2.350 eV
net charge = +1



[3]
Molecular formula: C4H11NS
Method: DFT, ωB97M-V/def2-TZVPD

Each line ends with the Mulliken charge.
Element x y z (Å)
C  -0.09  -2.11  0.41  -0.283
N  0.87  -1.38  0.86  -0.407
C  0.54  -0.41  1.93  -0.280
C  1.27  -0.91  3.22  -1.200
H  -1.01  -2.23  1.06  0.244
H  0.04  -2.59  -0.57  0.290
H  1.00  0.52  1.66  0.225
H  -0.55  -0.39  2.03  0.429
H  1.17  -0.22  4.04  0.360
H  0.92  -1.93  3.48  0.286
H  2.34  -1.03  2.97  0.331
C  -0.51  1.96  -1.02  -0.562
S  -0.99  1.22  -2.69  -0.212
H  -1.25  2.73  -0.74  0.328
H  -0.68  1.16  -0.29  0.060
H  0.50  2.41  -1.03  0.274
H  0.03  0.34  -2.75  0.115

frontier orbital gap = 9.97 eV
HOMO level = -0.334 Eh
ΔE to the lowest compared entry with this formula, charge and spin = 1.551 eV
SMILES string = C=NCC.CS



[4]
Molecular formula: C19H46BaN3O9
Method: DFT, ωB97M-V/def2-TZVPD

Each line ends with the Mulliken charge.
Element x y z (Å)
Ba  -20.76  18.90  3.15  1.802
O  -22.30  22.91  1.37  -0.416
C  -21.85  21.92  2.18  0.932
O  -22.50  21.47  3.15  -0.868
O  -20.73  21.43  1.86  -0.897
H  -21.54  22.90  0.75  0.263
C  -22.23  25.95  3.50  -0.597
O  -23.44  26.28  4.14  -0.305
C  -23.28  26.71  5.49  -0.151
C  -24.51  27.30  6.10  -0.752
N  -24.99  28.45  5.33  -0.280
C  -25.83  28.10  4.18  -0.420
C  -27.31  28.34  4.51  -0.363
O  -28.16  28.02  3.42  -0.386
C  -27.99  28.83  2.26  -0.739
H  -22.24  26.11  2.42  0.270
H  -22.08  24.88  3.70  0.058
H  -21.34  26.49  3.85  0.361
H  -22.53  27.50  5.45  0.592
H  -22.93  25.91  6.16  -0.067
H  -24.23  27.66  7.09  0.475
H  -25.33  26.59  6.25  0.155
H  -25.19  29.31  5.79  0.256
H  -25.73  27.06  3.86  0.117
H  -25.49  28.69  3.33  0.351
H  -27.41  29.38  4.86  0.342
H  -27.72  27.68  5.28  0.210
H  -27.78  28.13  1.44  0.239
H  -27.27  29.65  2.29  0.338
H  -28.95  29.27  2.00  0.283
C  -28.70  21.50  6.75  -0.789
O  -27.40  21.48  6.17  -0.306
C  -27.12  22.65  5.46  -0.596
C  -25.98  22.51  4.44  -0.565
N  -24.72  22.07  5.04  -0.371
C  -24.01  23.23  5.65  -0.425
C  -22.64  22.87  6.22  -0.679
O  -22.99  22.06  7.37  -0.323
C  -21.84  21.87  8.18  -0.735
H  -28.66  22.39  7.40  0.331
H  -28.71  20.67  7.46  0.267
H  -29.53  21.60  6.06  0.291
H  -26.93  23.48  6.16  0.312
H  -27.91  23.04  4.79  0.379
H  -25.88  23.48  3.93  0.312
H  -26.28  21.79  3.68  0.520
H  -24.18  21.92  4.18  0.373
H  -24.66  23.59  6.44  0.374
H  -23.91  24.01  4.89  0.380
H  -22.10  23.71  6.66  0.451
H  -22.02  22.35  5.48  0.187
H  -21.06  21.48  7.50  0.240
H  -22.07  21.14  8.95  0.254
H  -21.41  22.80  8.56  0.288
C  -23.87  22.90  -1.51  -0.700
O  -22.55  22.61  -1.85  -0.395
C  -22.21  21.24  -1.71  -0.561
C  -20.69  21.08  -1.69  -0.612
N  -19.96  21.92  -2.68  -0.361
C  -20.37  21.53  -4.03  -0.672
C  -19.88  20.15  -4.55  -0.510
O  -18.63  20.30  -5.19  -0.407
C  -17.54  20.48  -4.34  -0.692
H  -24.08  23.95  -1.73  0.286
H  -24.12  22.78  -0.45  0.211
H  -24.59  22.28  -2.06  0.314
H  -22.67  20.68  -2.53  0.490
H  -22.68  20.93  -0.76  0.428
H  -20.52  20.02  -1.89  0.159
H  -20.43  21.28  -0.65  0.259
H  -20.35  22.84  -2.52  0.338
H  -19.94  22.14  -4.82  0.539
H  -21.45  21.65  -4.13  0.410
H  -20.63  19.83  -5.27  0.344
H  -19.91  19.34  -3.81  0.344
H  -17.30  21.54  -4.25  0.276
H  -16.62  20.05  -4.77  0.276
H  -17.58  19.94  -3.39  0.261

frontier orbital gap = 4.03 eV
HOMO level = -0.352 Eh
ΔE to the lowest compared entry with this formula, charge and spin = 6.802 eV
net charge = +1



[5]
Molecular formula: CH3IOP2
Method: DFT, ωB97M-V/def2-TZVPD

Each line ends with the Mulliken charge.
Element x y z (Å)
O  1.09  -1.11  -0.83  -0.567
P  1.32  0.72  -0.17  0.212
I  2.42  -0.12  1.90  0.000
P  0.11  2.29  -0.81  0.021
C  -0.42  1.09  0.51  -0.692
H  1.10  -0.80  -1.73  0.326
H  -0.33  1.17  1.52  0.426
H  -0.93  0.16  0.29  0.275

frontier orbital gap = 6.50 eV
HOMO level = -0.315 Eh
ΔE to the lowest compared entry with this formula, charge and spin = 2.483 eV
SMILES string = O[P@]1(I)=PC1



[6]
Molecular formula: C8H15NO2S
Method: DFT, ωB97M-V/def2-TZVPD

Each line ends with the Mulliken charge.
Element x y z (Å)
C  0.16  -2.46  -2.32  -0.175
C  0.30  -1.72  -1.34  -0.925
C  0.31  -0.84  -0.15  0.459
N  -0.23  -1.49  1.00  -0.365
C  0.66  -2.43  1.56  -0.965
C  -0.47  0.52  -0.58  0.737
C  -1.96  0.30  -0.73  -1.729
C  0.23  1.12  -1.82  -1.662
S  -0.51  1.78  0.76  1.431
C  1.20  2.21  1.33  -1.063
O  -1.16  3.01  0.33  -0.687
O  -1.09  1.17  1.95  -0.698
H  -0.12  -3.00  -3.15  0.501
H  1.38  -0.49  0.04  0.312
H  -0.24  -0.78  1.73  0.340
H  1.76  -2.10  1.75  0.292
H  0.30  -2.78  2.61  0.325
H  0.67  -3.41  1.07  0.310
H  -2.03  -0.70  -1.28  0.361
H  -2.30  0.04  0.25  0.522
H  -2.56  1.11  -1.13  0.411
H  -0.28  2.00  -2.21  0.390
H  0.31  0.40  -2.62  0.430
H  1.22  1.48  -1.47  0.395
H  1.50  3.11  0.71  0.340
H  1.02  2.59  2.33  0.453
H  1.93  1.37  1.40  0.259

frontier orbital gap = 10.30 eV
HOMO level = -0.357 Eh
ΔE to the lowest compared entry with this formula, charge and spin = 2.867 eV
SMILES string = C#C[C@H](NC)C(C)(C)S(C)(=O)=O



Calculated total energy values, unit eV, following the record order: -46956.2494 -20173.8311 -16650.2427 -44029.3186 -29808.7945 -24956.0815.
Largest force on an atom values, unit eV/A, following the record order: 1.9 4.3 3.1 2.8 4.4 4.9.